1.
A single C24H26FN3O4S molecule at a distorted geometry. Source: the OMol25 dataset; level of theory: wB97M-V/def2-TZVPD.

Its SMILES is Cc1oc(-c2ccccc2F)nc1CS(=O)(=O)CC(=O)N1CCN(Cc2ccccc2)CC1. The LUMO energy is 0.59 eV. Its energy is -51523.14527 eV. As for the total charge: 0. Its energy relative to the best compared isomer or geometry (same formula, charge and spin) is 1.2651 eV. For the frontier orbital gap, the calculation gives 8.76 eV.

```
59
Properties=species:S:1:pos:R:3:forces:R:3
C 1.104 -0.083 -2.311 0.3 0.2 0.1
C 2.299 -0.313 -1.468 0.0 -1.3 0.1
O 3.122 0.717 -1.176 0.0 0.3 -0.1
C 4.111 0.194 -0.426 -0.2 -1.2 0.1
C 5.194 1.004 0.084 0.2 0.7 -0.1
C 6.166 0.409 0.893 -0.1 0.1 -0.1
C 7.214 1.151 1.398 0.1 0.0 0.0
C 7.318 2.504 1.107 -0.1 0.0 -0.1
C 6.368 3.115 0.309 -0.1 0.0 0.0
C 5.321 2.365 -0.193 0.1 -0.2 0.1
F 4.412 2.985 -0.971 0.1 -0.1 0.1
N 3.974 -1.088 -0.230 0.6 0.6 0.3
C 2.831 -1.437 -0.886 -0.4 1.1 -0.6
C 2.279 -2.799 -0.830 -0.5 0.1 0.4
S 1.158 -2.878 0.625 -0.2 -0.7 0.4
O 1.823 -3.498 1.735 0.3 -0.3 -0.1
O 0.568 -1.586 0.856 -0.1 0.2 -0.4
C -0.204 -4.013 0.099 0.8 0.7 0.0
C -1.006 -3.150 -0.833 -0.4 -0.3 -0.4
O -0.555 -2.933 -1.953 0.2 -0.1 -0.2
N -2.154 -2.600 -0.412 -0.2 0.0 -0.1
C -2.743 -2.651 0.907 0.0 0.1 0.6
C -2.536 -1.313 1.621 -0.1 -0.2 0.1
N -3.144 -0.255 0.830 0.0 0.0 0.1
C -3.078 1.033 1.502 0.0 -0.1 0.1
C -3.918 2.055 0.786 0.0 0.1 0.0
C -3.424 3.320 0.497 0.0 -0.1 0.1
C -4.216 4.252 -0.152 0.0 0.1 0.0
C -5.507 3.925 -0.527 0.0 0.1 -0.1
C -6.005 2.663 -0.248 -0.1 0.0 0.0
C -5.216 1.735 0.407 0.0 0.0 0.0
C -2.512 -0.206 -0.478 -0.2 -0.2 -0.2
C -2.745 -1.532 -1.198 0.1 0.4 -0.4
H 0.525 0.748 -1.912 -0.1 0.0 0.0
H 1.403 0.175 -3.327 0.0 0.0 -0.1
H 0.489 -0.978 -2.334 0.0 0.0 0.0
H 6.063 -0.642 1.108 0.0 -0.1 0.0
H 7.956 0.676 2.022 0.1 -0.1 0.1
H 8.137 3.084 1.502 0.1 0.1 0.0
H 6.424 4.165 0.067 0.0 0.1 0.0
H 1.660 -3.025 -1.694 0.0 -0.1 0.0
H 3.047 -3.543 -0.652 0.0 -0.1 0.0
H -0.692 -4.373 0.995 0.1 0.1 0.2
H 0.273 -4.828 -0.436 -0.1 -0.1 -0.1
H -2.328 -3.459 1.505 0.0 0.0 -0.1
H -3.817 -2.825 0.778 0.1 0.0 0.1
H -3.024 -1.346 2.598 0.0 0.0 0.0
H -1.455 -1.150 1.762 -0.2 0.0 0.1
H -2.038 1.391 1.594 -0.1 0.0 0.0
H -3.475 0.896 2.514 0.1 0.0 0.0
H -2.415 3.578 0.784 0.1 0.0 0.0
H -3.822 5.234 -0.369 0.0 0.1 0.0
H -6.124 4.651 -1.037 0.0 0.1 0.0
H -7.013 2.403 -0.539 -0.1 0.0 0.0
H -5.594 0.748 0.626 0.0 -0.1 0.0
H -2.957 0.610 -1.051 0.1 0.0 0.0
H -1.425 -0.037 -0.388 0.0 0.1 0.0
H -2.280 -1.528 -2.183 -0.1 0.0 0.1
H -3.818 -1.719 -1.295 0.0 0.0 0.0
```
Forces are in eV/Å.

=====

2.
13 unconnected molecules or ions with the total composition C16H52BBr2F3N3O17 at a distorted geometry. Source: the OMol25 dataset; level of theory: wB97M-V/def2-TZVPD.

The LUMO energy is -2.51 eV. Its energy is -205619.26432 eV. As for the total charge: +1. For the frontier orbital gap, the calculation gives 9.79 eV.

```
94
Properties=species:S:1:pos:R:3:forces:R:3
C 4.752 0.733 1.619 -0.9 -0.6 0.9
C 4.202 0.000 0.825 -0.5 -0.3 -0.7
C 3.347 -0.772 -0.192 0.7 1.3 0.7
C 2.869 0.264 -1.274 0.5 -0.2 -0.4
C 1.775 -0.273 -2.282 0.3 0.8 1.0
C 0.588 -1.061 -1.659 0.8 -1.9 -0.8
N -0.544 -0.205 -1.095 0.0 0.3 -1.9
N -0.194 1.061 -0.624 -0.5 0.8 0.8
C 0.413 1.270 0.665 1.1 1.3 2.0
C 0.888 2.788 0.751 0.2 -0.2 -0.3
C -1.589 -0.995 -0.363 -1.2 -2.5 0.8
C -1.301 -1.397 1.113 0.6 0.0 1.0
O 0.121 -1.715 1.354 -0.7 0.1 0.3
C 0.267 -2.584 2.397 2.0 0.1 -0.3
F -0.538 -2.328 3.452 0.2 -0.6 -1.1
F 1.546 -2.463 2.856 -1.2 -0.1 -0.5
F 0.143 -3.860 1.937 -0.5 0.9 0.9
C -3.076 -0.453 -0.494 0.1 1.3 -1.0
Br -4.263 -1.028 1.008 0.5 0.0 -0.8
C -3.371 1.093 -0.524 -1.1 0.0 2.3
C -2.893 1.914 0.754 -0.4 0.6 -1.0
Br -3.032 2.033 -2.226 0.3 -0.6 0.3
C -1.588 -2.451 -1.079 -0.5 -1.6 0.7
N -2.819 -3.192 -0.837 0.7 0.0 -0.2
O -1.407 -2.394 -2.490 1.3 1.2 0.9
C -0.061 -2.012 -2.780 0.3 0.1 0.2
O 0.720 -3.225 -2.769 0.2 1.0 0.0
B -0.082 -1.411 -4.284 -0.4 -0.4 -2.0
O -0.237 -0.062 -4.629 0.8 -0.9 1.0
O 0.011 -2.325 -5.350 1.1 1.3 1.2
H 4.946 1.198 2.599 0.3 -0.2 -1.3
H 3.951 -1.569 -0.690 -0.5 0.4 0.6
H 2.505 -1.199 0.414 0.7 0.2 -0.7
H 3.774 0.461 -1.913 -0.8 0.0 0.6
H 2.627 1.271 -0.861 0.0 -1.1 -0.1
H 2.379 -0.940 -2.961 -1.1 0.4 0.3
H 1.370 0.619 -2.811 0.5 -0.8 0.0
H 1.013 -1.769 -0.915 -0.7 0.8 -0.1
H -1.049 0.029 -1.982 0.1 0.0 0.4
H 0.030 1.713 -1.370 0.2 -0.4 0.2
H -0.294 1.150 1.529 0.3 -0.2 -1.1
H 1.312 0.663 0.940 -0.8 0.1 -0.8
H 1.028 3.220 -0.277 -0.3 -0.3 0.9
H 0.168 3.414 1.337 0.6 -0.5 -0.6
H 1.903 2.834 1.221 -1.0 -0.1 -0.2
H -1.821 -2.364 1.340 -0.2 1.2 -0.5
H -1.568 -0.632 1.877 0.0 -0.6 -0.8
H -3.473 -0.850 -1.466 0.1 0.0 1.1
H -4.486 1.147 -0.428 1.0 -0.2 -0.7
H -2.063 2.593 0.459 -0.4 -0.7 0.6
H -2.664 1.264 1.624 0.1 0.4 -0.7
H -3.724 2.588 1.082 0.7 -0.6 -0.4
H -0.796 -3.069 -0.571 -0.2 0.9 -0.8
H -3.343 -3.307 -1.709 -0.1 0.2 0.2
H -2.584 -4.139 -0.536 -0.1 0.4 -0.1
H 1.639 -2.932 -2.929 -0.3 -0.5 0.1
H 0.500 0.122 -5.244 -0.9 0.1 -0.2
H 0.829 -2.850 -5.295 -0.8 -0.5 0.0
O 7.242 -1.827 1.453 -0.2 -0.2 0.1
H 6.809 -0.983 1.624 0.0 0.1 0.0
H 6.563 -2.480 1.660 0.0 0.0 -0.1
O -4.893 -4.033 -3.191 0.1 -0.1 -0.1
H -5.319 -4.896 -3.129 0.0 0.1 0.1
H -4.736 -3.916 -4.135 0.0 0.0 0.1
O 8.744 -2.694 4.016 -0.3 -0.1 0.0
H 8.235 -2.702 3.194 0.2 0.2 0.0
H 8.082 -2.553 4.701 0.1 0.0 0.0
O 2.345 2.737 -2.535 0.1 0.2 -0.2
H 2.713 2.574 -3.411 0.0 0.1 0.1
H 2.171 3.686 -2.530 -0.2 -0.1 -0.1
O -2.815 4.889 1.444 0.4 0.1 0.0
H -3.493 5.462 1.821 -0.1 -0.1 -0.1
H -2.808 5.122 0.509 -0.1 0.0 0.1
O 1.985 -5.442 -4.279 -0.1 0.0 0.3
H 1.476 -5.261 -3.478 -0.1 0.0 -0.2
H 2.106 -6.399 -4.268 0.1 0.1 -0.1
O 0.468 -1.825 6.504 -0.2 0.0 -0.1
H 0.086 -2.706 6.588 0.0 0.1 0.1
H 0.575 -1.705 5.554 0.0 0.0 0.1
O -5.653 5.116 1.272 -0.3 0.0 0.0
H -6.187 5.076 0.470 0.1 0.1 0.0
H -6.297 5.264 1.975 0.1 0.0 0.0
O -0.533 0.882 8.062 -0.1 -0.1 0.0
H -1.064 0.718 8.852 0.0 0.1 0.0
H -0.421 0.008 7.667 0.2 0.0 0.0
O -0.071 4.110 -3.364 -0.3 0.1 0.1
H -0.526 4.944 -3.189 0.1 0.0 -0.1
H -0.713 3.434 -3.115 0.0 0.0 0.0
O -3.320 1.397 8.647 -0.1 -0.1 -0.2
H -2.782 1.567 7.863 0.1 0.0 0.1
H -4.088 0.924 8.309 0.0 0.0 0.1
O -0.136 6.240 -5.648 -0.1 -0.2 -0.1
H -0.507 5.354 -5.566 0.1 0.0 0.0
H 0.014 6.347 -6.594 0.0 0.1 0.1
```
Forces are in eV/Å.

=====

3.
A molecular structure, C21H42B3IN5O6P at a distorted geometry. Source: the OMol25 dataset; level of theory: wB97M-V/def2-TZVPD.

The LUMO energy is 0.33 eV. Its energy is -61620.61235 eV. As for the total charge: 0. For the frontier orbital gap, the calculation gives 9.74 eV.

```
79
Properties=species:S:1:pos:R:3:forces:R:3
C -1.543 -1.693 1.253 0.0 0.0 0.1
O -2.499 -1.169 0.361 0.0 0.0 0.0
C -3.010 -2.128 -0.547 0.1 0.1 -0.3
C -1.943 -2.967 -1.256 -0.1 -0.4 -0.1
C -1.832 -4.424 -0.762 0.1 0.1 0.0
C -1.908 -5.430 -1.923 0.2 0.2 0.3
B -0.604 -5.445 -2.762 -0.2 -0.2 0.2
O -0.493 -6.061 -4.011 0.3 0.1 0.1
B 0.368 -5.406 -4.836 -0.5 0.0 -0.2
I 1.514 -6.387 -6.331 -0.2 0.0 -0.1
O 0.597 -4.065 -4.572 1.1 -0.1 -0.3
B 1.111 -3.968 -3.289 -0.5 0.2 0.5
P 2.670 -2.859 -2.999 -0.1 0.3 -0.8
N 3.221 -2.192 -4.284 0.0 -0.2 0.1
O 3.774 -3.789 -2.298 0.0 -0.1 0.1
O 2.328 -1.818 -1.837 0.0 -0.1 0.2
O 0.527 -4.735 -2.327 0.0 0.1 -0.2
H -0.562 -1.797 0.780 0.0 -0.1 0.0
H -1.833 -2.672 1.647 -0.1 0.0 0.0
H -1.449 -1.002 2.087 0.0 0.0 0.0
H -3.731 -2.786 -0.048 0.1 0.0 0.2
H -3.574 -1.572 -1.293 0.0 0.2 0.1
H -0.968 -2.482 -1.212 0.0 0.2 0.1
H -2.216 -3.003 -2.310 0.0 0.1 0.0
H -0.890 -4.544 -0.226 0.0 -0.1 0.1
H -2.626 -4.646 -0.049 -0.1 0.1 0.0
H -2.161 -6.422 -1.542 0.0 -0.1 -0.2
H -2.717 -5.120 -2.592 -0.1 -0.2 0.0
H 2.692 -2.399 -5.121 0.0 0.1 -0.1
H 4.391 -4.028 -3.003 0.2 -0.1 0.1
H 2.874 -1.036 -2.010 -0.1 0.2 0.1
C 4.207 0.108 2.415 0.0 0.0 0.0
C 3.216 -0.333 1.346 0.1 0.0 0.1
C 1.775 0.077 1.668 0.1 0.0 -0.1
C 1.308 -0.515 2.921 0.0 0.0 0.0
N 0.960 -0.976 3.914 0.0 0.0 0.0
H 3.988 -0.362 3.375 0.0 0.0 0.0
H 5.223 -0.167 2.134 0.0 0.0 0.0
H 4.177 1.192 2.549 0.0 0.0 0.0
H 3.262 -1.417 1.218 0.0 0.0 0.0
H 3.487 0.117 0.389 -0.1 0.0 0.0
H 1.098 -0.232 0.871 0.0 0.0 0.0
H 1.710 1.163 1.759 0.0 0.0 0.0
C -2.081 -0.809 -5.877 0.0 0.0 0.0
C -3.522 -0.912 -6.362 0.1 0.0 0.0
C -4.539 -0.871 -5.215 0.1 0.0 -0.1
C -4.335 -1.978 -4.285 -0.1 0.0 0.0
N -4.168 -2.864 -3.575 -0.1 -0.1 -0.1
H -1.817 -1.650 -5.234 0.0 0.0 0.0
H -1.391 -0.809 -6.720 0.0 0.0 0.0
H -1.920 0.112 -5.313 0.0 0.0 0.0
H -3.656 -1.837 -6.926 0.0 0.0 0.0
H -3.744 -0.089 -7.043 0.0 0.0 0.0
H -5.560 -0.933 -5.594 0.0 0.0 0.0
H -4.447 0.062 -4.655 0.0 0.0 0.0
C 3.968 4.421 4.044 0.0 0.0 0.0
C 3.046 5.478 3.450 0.2 0.0 0.1
C 1.961 4.884 2.548 0.1 0.1 0.1
C 2.522 4.156 1.411 -0.1 0.0 -0.1
N 2.959 3.581 0.519 0.1 -0.1 0.0
H 4.521 3.889 3.266 0.0 0.0 0.0
H 4.697 4.881 4.710 0.0 0.0 0.0
H 3.403 3.687 4.622 0.0 0.0 0.0
H 3.636 6.200 2.880 0.0 0.0 0.0
H 2.554 6.024 4.252 0.0 0.0 0.0
H 1.310 5.668 2.158 0.0 0.0 0.0
H 1.340 4.187 3.116 0.0 0.0 0.0
C -2.303 6.055 4.210 0.0 0.0 0.0
C -1.914 4.754 4.900 0.0 0.1 -0.1
C -1.242 4.978 6.260 -0.1 -0.1 -0.1
C -0.008 5.751 6.131 0.1 0.0 0.0
N 0.966 6.345 6.006 0.0 0.0 0.0
H -1.426 6.668 3.996 0.0 0.0 0.0
H -2.805 5.853 3.264 0.0 0.0 0.0
H -2.981 6.643 4.831 0.0 0.0 0.0
H -1.241 4.182 4.258 0.0 0.0 0.0
H -2.801 4.139 5.056 0.0 0.0 0.0
H -0.993 4.025 6.729 0.0 0.0 0.0
H -1.910 5.517 6.934 0.0 0.0 0.0
```
Forces are in eV/Å.

=====

4.
2 unconnected molecules or ions with the total composition C2H10N4 at a distorted geometry. Source: the OMol25 dataset; level of theory: wB97M-V/def2-TZVPD.

Its SMILES is [H]/N=C/N.NCN. The LUMO energy is 0.71 eV. Its energy is -8195.64161 eV. As for the total charge: 0. Its energy relative to the best compared isomer or geometry (same formula, charge and spin) is 1.1938 eV. For the frontier orbital gap, the calculation gives 9.98 eV.

```
16
Properties=species:S:1:pos:R:3:forces:R:3
H -1.008 0.225 -1.654 -0.3 0.6 0.2
N -0.726 -0.549 -2.228 0.3 -0.5 -0.3
C 0.522 -0.665 -2.182 1.0 -0.3 0.4
N 1.225 -1.729 -2.811 -0.6 -0.4 -0.4
H 1.232 -0.051 -1.601 -0.6 0.5 0.0
H 1.554 -2.365 -2.096 -0.1 -0.2 0.1
H 2.056 -1.377 -3.254 0.3 0.2 -0.2
N 0.259 -0.094 1.223 -0.3 -0.1 0.2
C -0.800 0.317 2.130 -0.2 0.0 0.4
N -1.211 1.721 2.159 0.1 0.0 -0.4
H 0.011 0.182 0.285 0.2 0.0 -0.1
H 1.152 0.306 1.467 0.1 0.2 0.0
H -1.685 -0.276 1.899 0.0 0.0 -0.1
H -0.531 0.053 3.153 0.2 -0.1 -0.1
H -0.400 2.326 2.231 0.0 0.0 0.2
H -1.650 1.977 1.281 -0.1 0.0 0.0
```
Forces are in eV/Å.

=====

5.
4 unconnected molecules or ions with the total composition C30H23Cl2N4O8P at a distorted geometry. Source: the OMol25 dataset; level of theory: wB97M-V/def2-TZVPD.

Its SMILES is C[C@@H](Cl)[C@@H](Cl)c1cnc2ccc(P(N)O)c(N=C=O)c2n1.O=C1C=CC(=O)C=C1.O=C1C=CC(=O)C=C1.O=C1C=CC(=O)C=C1. The LUMO energy is -1.89 eV. Its energy is -88154.28569 eV. As for the total charge: 0. For the frontier orbital gap, the calculation gives 6.64 eV.

```
68
Properties=species:S:1:pos:R:3:forces:R:3
C 2.964 3.357 -1.342 -0.1 0.3 -0.6
C 3.127 1.895 -1.786 0.5 0.6 1.1
Cl 4.925 1.566 -1.814 -0.3 -0.1 -0.3
C 2.515 0.861 -0.816 0.1 -0.4 -1.2
Cl 3.047 1.164 0.866 -0.2 -0.2 -0.4
C 1.006 0.724 -0.944 0.2 0.4 0.3
C 0.453 -0.590 -0.857 0.4 -0.8 0.1
N -0.824 -0.887 -0.939 0.8 1.5 -0.2
C -1.580 0.233 -1.167 -1.4 -0.2 0.0
C -2.988 0.075 -1.323 -0.3 -0.5 -0.1
C -3.829 1.120 -1.577 1.0 0.3 0.1
C -3.288 2.448 -1.666 -0.5 0.1 1.2
P -4.504 3.812 -2.032 -0.7 0.3 -2.0
N -5.970 3.396 -1.199 1.5 0.1 0.6
O -3.983 5.192 -1.305 -0.1 -1.2 0.6
C -1.933 2.641 -1.493 -1.1 -0.1 -0.1
N -1.431 3.992 -1.548 0.1 -0.4 -1.0
C -0.648 4.194 -2.476 1.3 -0.8 1.5
O 0.281 4.292 -3.162 -0.7 0.7 -0.6
C -1.056 1.534 -1.257 0.3 0.8 -0.1
N 0.275 1.795 -1.122 -0.2 -0.9 -0.1
H 3.757 3.649 -0.649 -0.2 -0.2 0.0
H 3.038 3.999 -2.231 0.1 -0.1 0.2
H 1.989 3.563 -0.893 0.2 -0.3 0.0
H 2.798 1.732 -2.815 -0.2 -0.1 0.3
H 2.938 -0.106 -1.116 0.0 0.2 0.4
H 1.151 -1.419 -0.707 -0.3 0.3 0.0
H -3.408 -0.928 -1.249 0.2 0.2 0.1
H -4.889 0.913 -1.689 0.2 0.2 0.0
H -6.366 2.549 -1.595 -0.1 0.2 0.0
H -5.741 3.227 -0.217 -0.5 -0.1 0.0
H -3.397 4.986 -0.562 0.0 0.3 0.0
O -0.052 -5.780 -4.159 0.0 0.0 0.0
C -1.111 -5.254 -3.889 0.1 0.0 0.0
C -1.167 -3.929 -3.226 0.0 0.1 0.0
C -2.331 -3.356 -2.929 0.1 0.0 0.0
C -3.619 -4.016 -3.248 -0.1 0.0 0.0
O -4.678 -3.489 -2.976 0.0 0.0 0.0
C -3.564 -5.342 -3.911 0.0 -0.1 0.0
C -2.401 -5.915 -4.208 -0.1 0.0 0.0
H -0.217 -3.460 -3.000 0.0 0.0 0.0
H -2.390 -2.392 -2.445 0.0 0.0 0.0
H -4.515 -5.808 -4.135 0.0 0.0 0.0
H -2.339 -6.882 -4.692 0.0 0.0 0.0
O 1.986 3.833 2.219 -0.1 0.1 0.1
C 1.784 3.554 3.382 0.0 0.0 -0.1
C 1.786 2.145 3.851 0.0 -0.1 0.1
C 1.560 1.843 5.128 0.0 0.0 -0.1
C 1.299 2.900 6.136 0.0 0.0 0.1
O 1.095 2.624 7.299 0.0 0.0 0.0
C 1.297 4.307 5.667 0.0 0.1 -0.1
C 1.523 4.610 4.391 0.0 0.0 0.1
H 1.978 1.386 3.104 -0.1 0.1 0.1
H 1.556 0.823 5.490 0.0 0.0 0.0
H 1.104 5.064 6.417 0.0 0.0 0.0
H 1.526 5.631 4.030 0.0 0.0 0.0
O 3.178 -4.908 4.791 0.0 0.0 0.0
C 2.924 -4.495 3.682 0.0 0.0 0.1
C 1.530 -4.181 3.277 -0.1 0.0 -0.1
C 1.252 -3.730 2.057 -0.1 0.0 0.1
C 2.321 -3.520 1.053 0.0 0.0 0.0
O 2.064 -3.104 -0.060 0.1 -0.1 0.0
C 3.712 -3.832 1.454 0.1 0.0 0.0
C 3.992 -4.283 2.674 0.0 0.0 -0.1
H 0.764 -4.341 4.025 0.0 0.0 0.0
H 0.242 -3.495 1.742 0.0 0.0 0.0
H 4.477 -3.671 0.705 0.0 0.0 0.0
H 5.002 -4.517 2.988 0.0 0.0 0.0
```
Forces are in eV/Å.

=====

6.
2 unconnected molecules or ions with the total composition C3H6N2O. Source: the OMol25 dataset; level of theory: wB97M-V/def2-TZVPD.

The LUMO energy (spin up / spin down) is -0.37 / -0.37 eV. Its energy is -8231.24709 eV. As for the total charge: 0. Its energy relative to the best compared isomer or geometry (same formula, charge and spin) is 5.4516 eV. For the frontier orbital gap (spin up / spin down), the calculation gives 7.50 / 7.50 eV.

```
12
Properties=species:S:1:pos:R:3:forces:R:3
C -1.407 0.042 0.378 -0.1 0.0 0.2
N -0.785 0.025 -1.831 0.6 -0.2 0.2
C 0.340 -0.286 -1.437 -0.4 0.1 -0.2
N 0.499 -0.427 0.046 -0.1 0.0 0.2
C 1.304 0.485 0.765 0.0 0.0 0.3
O 1.577 0.344 1.930 -0.1 0.0 -0.5
H -1.179 -0.085 1.439 0.0 0.0 -0.2
H -1.635 1.066 0.109 0.1 -0.2 0.0
H -2.117 -0.682 -0.002 0.2 0.1 0.0
H 1.275 -0.481 -1.985 -0.1 0.0 0.1
H 0.569 -1.377 0.420 0.0 0.1 -0.1
H 1.558 1.375 0.168 0.0 -0.1 0.1
```
Forces are in eV/Å.